A cluster of 11 separate species, C10H42O16 in total at a distorted geometry, computed with ωB97M-V/def2-TZVPD.

Structure (XYZ):
```
68
Properties=species:S:1:pos:R:3
O -1.192 -4.240 1.567
H -0.870 -3.370 1.643
H -1.149 -4.472 2.511
O 2.137 0.422 1.563
H 1.954 -0.478 1.676
H 2.874 0.244 0.885
O 0.442 3.121 1.296
H 0.888 2.405 1.771
H 1.003 3.920 1.375
O -3.826 -1.076 -0.981
H -3.809 -0.579 -1.755
H -3.867 -1.989 -1.227
O 2.568 -1.993 2.352
H 1.968 -2.567 1.858
H 3.435 -2.154 2.014
O -1.095 4.434 -0.444
H -2.002 4.330 -0.583
H -0.710 3.711 0.109
C 3.982 -4.785 0.609
C 2.826 -4.031 0.015
O 1.634 -3.977 0.771
O 4.417 -4.075 1.704
H 4.792 -4.801 -0.115
H 3.846 -5.792 0.986
H 2.573 -4.477 -0.862
H 3.183 -3.070 -0.264
H 1.345 -4.900 0.780
H 3.787 -4.442 2.325
C 1.820 4.046 -1.722
C 2.770 2.880 -1.444
O 4.004 3.358 -0.897
O 0.708 3.396 -2.390
H 2.240 4.878 -2.318
H 1.457 4.425 -0.781
H 3.101 2.283 -2.382
H 2.446 2.282 -0.568
H 4.733 2.766 -1.066
H -0.105 3.832 -2.210
C -0.509 -0.066 -1.579
C -0.431 -1.475 -0.994
O 0.673 -1.566 -0.122
O -0.518 0.981 -0.590
H -1.421 -0.024 -2.155
H 0.400 0.093 -2.201
H -0.409 -2.236 -1.739
H -1.407 -1.656 -0.575
H 0.687 -2.513 -0.050
H 0.043 0.801 0.159
C -1.520 -1.175 2.498
C -1.221 0.212 2.743
O -2.165 1.068 2.058
O -0.472 -1.914 3.167
H -1.429 -1.316 1.377
H -2.523 -1.579 2.704
H -0.256 0.582 2.465
H -1.485 0.525 3.734
H -2.521 1.697 2.704
H 0.337 -1.457 2.958
C -4.076 1.872 -2.736
C -3.089 2.372 -1.640
O -3.754 3.386 -0.830
O -4.100 0.609 -3.073
H -3.705 2.485 -3.600
H -5.072 2.160 -2.488
H -2.150 2.827 -2.020
H -2.874 1.415 -1.058
H -4.330 3.912 -1.390
H -5.008 0.518 -3.527
```

Values from the calculation:
LUMO level	0.150	eV
SMILES	OCCO.OCCO.OCCO.OCCO.OCCO.O.O.O.O.O.O
energy relative to the best compared isomer or geometry (same formula, charge and spin)	103.0	kcal per mole
gap between HOMO and LUMO	9.44	eV